Record 1
A 2-piece molecular cluster, C7H18N overall in a non-equilibrium geometry, computed with ωB97M-V/def2-TZVPD.

## Properties
ΔE to the lowest compared entry with this formula, charge and spin = 112.0 kJ/mol
spin multiplicity = 1
HOMO energy = -14.6 eV
molecular weight = 116.228 g/mol
total energy = -9033.6088 eV
total charge = +1

Element x y z (Å)
C  -3.4145  1.7857  -1.6825
C  -2.2997  0.7818  -1.7398
C  -1.1083  0.9664  -1.2041
N  -0.0965  -0.1130  -1.1652
H  -3.1046  2.7330  -1.2459
H  -3.7145  1.9119  -2.7241
H  -4.2506  1.3991  -1.1019
H  -2.5433  -0.1119  -2.3109
H  -0.8636  1.8540  -0.6392
H  -0.5236  -1.0142  -0.9367
H  0.3281  -0.3450  -2.0679
H  0.6272  0.0708  -0.4542
C  0.1438  -0.0282  2.5124
C  1.3950  -0.0344  1.6476
C  1.7084  -1.3568  0.9556
C  2.7018  -1.3532  -0.1953
H  -0.7315  -0.4192  1.9871
H  -0.0063  0.9602  2.9386
H  0.2670  -0.7152  3.3579
H  2.2890  0.2863  2.1814
H  1.1943  0.7595  0.8975
H  0.8248  -1.9822  0.7616
H  2.1829  -1.9505  1.7434
H  2.3166  -1.1126  -1.1920
H  3.1729  -2.3233  -0.3595
H  3.5049  -0.6490  0.0362

Atomic forces in eV per Å
C 0.5997 -0.1976 -0.3239
C -0.2751 0.1278 -0.0048
C -0.4547 -0.0596 0.2834
N -0.3811 -0.5880 -0.5439
H 0.0281 0.0119 -0.1001
H -0.3702 0.3342 0.1746
H -0.0582 -0.1153 -0.1221
H 0.1782 -0.1826 0.2177
H 0.3227 -0.0867 -0.0107
H -0.1541 0.1672 0.5122
H 0.3271 0.7086 -0.0180
H -0.0370 -0.0898 -0.2739
C 0.5574 -0.8481 0.7826
C -0.6040 0.5388 -1.1558
C 0.2527 -1.2713 1.0000
C 0.4194 0.1760 -0.2833
H -0.0572 0.4097 -0.1463
H -0.3412 0.0278 -0.1326
H 0.0433 0.1022 -0.0301
H -0.1180 0.1519 0.0596
H 0.5095 0.1453 0.1252
H -0.1598 0.3811 -0.2504
H 0.0195 -0.0882 -0.0152
H -0.1452 0.3116 0.1256
H -0.0979 -0.0508 0.3133
H -0.0040 -0.0163 -0.1831



Record 2
The molecule C20H23ClN2O6S in a non-equilibrium geometry, computed with ωB97M-V/def2-TZVPD.

## Properties
ΔE to the lowest compared entry with this formula, charge and spin = 210.1 kJ/mol
spin multiplicity = 1
HOMO energy = -9.2 eV
molecular weight = 454.932 g/mol
SMILES = CCOC(=O)C(C)(C)N(Cc1ccccc1C)S(=O)(=O)c1ccc(Cl)c([N+](=O)[O-])c1
total energy = -59733.3356 eV

Element x y z (Å)
C  3.9206  -0.1688  2.7013
C  4.3982  0.0366  1.2733
H  5.1880  -0.6788  1.0204
H  4.7501  1.0587  1.1152
O  3.3223  -0.1300  0.3410
C  3.0781  -1.3647  -0.0935
O  3.7601  -2.3247  0.1333
C  1.8719  -1.3631  -1.0445
N  0.8830  -0.3754  -0.6022
S  0.6264  -0.3237  1.0457
O  1.1439  -1.5118  1.6526
O  0.9809  0.9417  1.6234
C  -1.1755  -0.4238  1.1402
C  -1.8434  -1.4406  0.4991
C  -3.2334  -1.5003  0.5432
C  -3.9529  -0.5479  1.2733
C  -3.2555  0.4518  1.9469
C  -1.8780  0.5204  1.8704
H  -1.3278  1.3031  2.3674
H  -3.8102  1.1774  2.5197
Cl  -5.6594  -0.5806  1.4003
N  -3.8650  -2.5500  -0.2294
O  -3.1816  -3.5115  -0.5005
O  -5.0097  -2.3938  -0.5808
H  -1.3038  -2.1894  -0.0588
C  0.7812  0.9535  -1.1919
C  -0.6591  1.4000  -1.1509
C  -1.6008  0.5870  -1.7723
C  -2.9449  0.9056  -1.7624
C  -3.3620  2.0616  -1.1261
C  -2.4299  2.8843  -0.5228
C  -1.0728  2.5775  -0.5260
C  -0.1020  3.5063  0.1359
H  0.4734  2.9711  0.8897
H  0.5921  3.9225  -0.5932
H  -0.6286  4.3287  0.6132
H  -2.7598  3.7920  -0.0383
H  -4.4089  2.3242  -1.1078
H  -3.6618  0.2623  -2.2504
H  -1.2626  -0.3123  -2.2663
H  1.0973  0.9068  -2.2332
H  1.4319  1.6462  -0.6534
C  2.4446  -1.0767  -2.4374
H  2.9933  -0.1381  -2.4587
H  1.6518  -1.0593  -3.1820
H  3.1353  -1.8783  -2.6889
C  1.2248  -2.7501  -1.0430
H  0.3989  -2.7797  -1.7495
H  1.9669  -3.4911  -1.3270
H  0.8746  -2.9932  -0.0446
H  3.5583  -1.1861  2.8246
H  3.1011  0.5124  2.9147
H  4.7404  0.0120  3.3911

Atomic forces in eV per Å
C -0.1033 -0.0006 -0.3947
C 0.4706 -0.0548 0.3353
H -0.0918 0.2100 0.0090
H -0.0216 -0.1505 -0.0195
O -0.0040 0.2800 -0.0973
C 0.2686 -0.3276 -0.3990
O 0.0364 -0.0665 0.0278
C 0.3631 -0.7892 0.1308
N -0.0222 0.0014 0.7406
S -1.3806 0.0503 0.3420
O 0.1175 -0.2809 -0.2244
O -0.1295 0.0880 -0.2354
C 0.3108 0.0665 0.1488
C -0.2308 -0.2667 0.0376
C 0.6335 0.7065 0.5980
C 0.2717 -0.1719 -0.1009
C -0.0858 -0.2732 -0.1073
C 0.1528 -0.0694 -0.0049
H -0.0160 0.1541 0.0725
H -0.0692 0.0587 0.0325
Cl -0.2190 0.2524 0.2483
N -0.0494 -0.1463 -0.1284
O 0.2352 -0.4585 -0.1144
O -0.3152 -0.0284 -0.2634
H -0.0271 -0.0548 -0.0955
C -0.0449 0.5092 -0.0570
C -0.2285 0.3276 -0.2751
C 0.0080 0.2525 -0.1008
C 0.0336 -0.0596 -0.1114
C -0.0196 0.0852 0.0158
C -0.0398 0.0354 -0.0655
C 0.0094 -0.0505 -0.1384
C 0.0695 -0.0127 0.0463
H 0.0724 0.1266 0.0217
H 0.0880 0.0888 0.0053
H -0.0041 0.0778 0.0171
H -0.0153 0.1049 0.0703
H -0.1159 0.0243 0.0143
H -0.0814 -0.0864 -0.0444
H 0.0268 -0.1822 -0.0394
H 0.0528 -0.0854 0.1229
H 0.0112 0.0318 -0.2168
C -0.1441 0.1653 0.2126
H 0.0208 0.0809 -0.0719
H -0.0624 0.0207 -0.0869
H -0.0069 -0.0538 0.0349
C 0.2937 0.0350 0.0064
H -0.0827 0.0553 -0.1013
H 0.0009 -0.0871 -0.0193
H -0.0515 -0.1222 -0.0417
H 0.0199 -0.0716 0.0830
H 0.0072 0.0489 0.1074
H 0.0883 0.0124 0.0738



Record 3
The molecule C2H3N3O2 in a non-equilibrium geometry, computed with ωB97M-V/def2-TZVPD.

## Properties
ΔE to the lowest compared entry with this formula, charge and spin = 484.4 kJ/mol
spin multiplicity = 1
HOMO energy = -8.9 eV
molecular weight = 101.065 g/mol
SMILES = [H]/N=c1\ocnn1O
total energy = -10683.4361 eV

Element x y z (Å)
C  0.4725  1.1562  -1.3264
C  0.3815  -0.3533  0.3700
H  -1.9380  -0.1931  1.6128
H  0.9688  1.4948  -2.1936
H  1.7860  -1.6005  0.9036
N  -0.8718  0.0725  0.1606
N  -0.7852  1.0605  -0.9043
N  0.7730  -1.2171  1.2607
O  -1.9987  -0.5918  0.6705
O  1.2120  0.1719  -0.5539

Atomic forces in eV per Å
C -3.4234 -4.8551 4.9843
C 1.9656 -3.4220 1.7608
H -0.8113 -1.2716 -1.8314
H -0.0546 0.9116 -0.5694
H -3.0524 1.5092 1.4225
N 1.2750 2.2960 -2.3196
N 0.3265 0.2981 -0.9489
N 2.1077 -0.2741 -2.2494
O 1.6466 2.6826 1.3427
O 0.0203 2.1255 -1.5916



Record 4
A 7-piece molecular cluster, C4H19NO9 overall in a non-equilibrium geometry, computed with ωB97M-V/def2-TZVPD.

## Properties
ΔE to the lowest compared entry with this formula, charge and spin = 107.1 kJ/mol
spin multiplicity = 1
HOMO energy = -9.7 eV
molecular weight = 225.194 g/mol
SMILES = O=CN[C@@H](C=O)CO.O.O.O.O.O.O
total energy = -24373.7681 eV

Element x y z (Å)
O  -1.8236  0.9202  -2.5844
C  -1.0040  0.1253  -2.1624
N  -0.7562  -0.1325  -0.8502
C  -1.5737  0.3057  0.2529
C  -0.7464  0.9581  1.3888
O  0.1197  1.9536  0.8671
C  -2.3114  -0.9113  0.8643
O  -2.7187  -0.8753  1.9873
H  -0.3048  -0.4839  -2.7467
H  0.0298  -0.7125  -0.6193
H  -2.3164  1.0210  -0.0371
H  -0.0572  0.1961  1.7550
H  -1.4190  1.3528  2.1379
H  -0.3877  2.5987  0.3454
H  -2.3394  -1.7801  0.1780
H  -1.8148  2.3018  -1.3338
H  -0.9221  3.6336  -1.2556
O  -1.7302  3.2025  -0.9740
H  0.4557  -3.7664  -1.0917
H  1.6112  -2.6830  -1.2539
O  0.6656  -2.8304  -1.1306
H  0.5399  -2.6214  0.7343
H  1.0627  -3.7838  1.4222
O  0.5821  -2.9768  1.6529
H  2.4332  2.9473  -0.3908
H  2.3689  2.3036  -1.8240
O  2.8858  2.3823  -1.0201
H  3.8917  -0.9120  -0.7291
H  2.6439  -0.4265  0.0329
O  2.9738  -1.1237  -0.5479
H  2.6715  -0.3521  3.0775
H  1.8724  -1.2860  2.2361
O  2.5916  -0.6565  2.1653

Atomic forces in eV per Å
O 0.0020 -0.2623 0.0229
C 0.7268 -0.2937 1.0760
N -0.7198 0.5585 -0.1446
C 0.1632 -0.7251 1.1827
C 0.7263 0.0436 -1.4627
O 0.1130 0.2785 0.0411
C 0.6857 1.0473 -0.3494
O -0.3677 -0.4993 0.0268
H -0.1661 0.1742 -0.6570
H 0.1131 -0.2621 -0.2496
H -0.4610 0.2246 -0.5343
H -0.2282 0.0363 0.5547
H -0.0405 -0.1567 0.3350
H -0.3047 -0.3094 0.3302
H -0.2940 -0.2508 0.2426
H 0.3349 0.4486 -0.8004
H -0.0059 -0.2488 -0.5864
O -0.3227 0.2823 0.9340
H 0.2993 -0.0962 -0.2316
H 0.2656 -0.1244 0.0533
O -0.4072 0.4069 0.0150
H -0.2291 0.0585 0.6076
H 0.0539 -0.0753 0.6912
O 0.2369 0.1334 -1.0303
H -0.3508 -0.0674 -0.1115
H -0.2679 0.1965 0.1530
O 0.6341 -0.2694 0.0019
H 0.0161 0.1590 0.0755
H 0.3134 0.0545 0.1768
O -0.4160 -0.3429 -0.4732
H 0.1733 0.2321 -0.1743
H -0.3126 -0.6834 -0.2251
O 0.0368 0.3323 0.5100